Record 1
The following is a DFT calculation (ωB97M-V/def2-TZVPD) of a 3-piece molecular cluster, C15H41BN2O6PS3 overall.

Structure (XYZ):
```
69
Properties=species:S:1:pos:R:3:forces:R:3
C 3.7333 -0.6186 2.2953 0.1 0.4 0.0
C 3.7699 0.1066 0.9392 0.1 -0.3 0.0
C 2.5964 -0.2108 0.0106 0.1 0.1 0.1
N 1.4255 0.6105 0.2556 0.1 0.0 -0.2
B 0.5101 0.9268 -0.9269 -0.1 0.1 0.2
S 1.4120 2.0447 -2.3298 0.1 0.3 -0.2
C -0.7045 1.9120 -0.4170 0.2 -0.2 0.1
C -1.9835 1.2573 0.1133 0.0 0.2 0.3
C -1.7333 0.2720 1.2655 -0.4 -0.2 -0.2
C -2.8683 0.2450 2.2802 0.0 0.0 -0.1
N -4.1745 0.0949 1.6263 -0.2 0.4 0.0
P -0.2259 -0.7051 -1.7641 -0.1 -0.4 0.3
C -1.3419 -0.0393 -3.0919 -0.1 -0.2 0.0
C 1.0823 -1.4276 -2.8613 -0.2 -0.1 -0.2
H 3.0150 -1.4364 2.2745 0.0 -0.1 0.1
H 4.7163 -1.0192 2.5489 0.0 -0.1 0.0
H 3.4614 0.0541 3.1096 -0.2 0.0 0.0
H 4.6881 -0.1792 0.4237 0.0 0.0 0.0
H 3.8358 1.1867 1.0866 0.0 0.1 0.0
H 2.9555 -0.1182 -1.0235 0.0 0.1 -0.1
H 2.3409 -1.2665 0.1639 -0.1 -0.1 -0.2
H 1.7538 1.4991 0.6181 -0.1 0.1 0.1
H 2.2609 1.2003 -2.9270 0.1 -0.1 0.1
H -0.2910 2.4811 0.4287 0.1 0.1 -0.1
H -0.9600 2.6539 -1.1787 -0.1 0.0 -0.1
H -2.5372 0.7566 -0.6847 0.0 0.0 -0.1
H -2.6530 2.0412 0.4909 0.0 0.0 -0.1
H -0.7967 0.5215 1.7602 0.1 -0.1 0.0
H -1.6365 -0.7339 0.8487 0.3 0.0 0.0
H -2.8552 1.1879 2.8366 -0.1 0.0 0.1
H -2.7030 -0.5764 2.9854 0.1 0.1 0.1
H -4.8457 -0.3494 2.2358 0.0 -0.2 0.0
H -4.0940 -0.4501 0.7795 0.0 -0.2 0.0
H -2.2987 -0.5620 -3.0551 -0.1 0.1 0.0
H -1.4982 1.0316 -2.9743 0.0 0.0 0.0
H -0.9070 -0.2268 -4.0750 0.0 0.1 0.0
H 1.9828 -1.6731 -2.3047 0.1 0.0 0.1
H 1.3212 -0.7633 -3.6956 0.2 0.1 0.1
H 0.6894 -2.3564 -3.2821 0.0 0.0 0.0
O -7.9577 -0.7220 0.0746 0.0 -0.1 -0.1
S -8.0208 -0.2209 1.4126 0.0 0.1 0.0
O -7.3664 -0.9348 2.4661 0.1 -0.1 0.0
O -9.5569 -0.0338 1.8018 0.0 0.1 0.1
C -10.4244 -1.1725 1.6188 -0.2 -0.2 -0.1
C -10.2339 -2.2440 2.6726 0.1 0.0 0.0
C -7.5214 1.4592 1.4625 0.0 0.0 -0.1
H -10.2814 -1.5679 0.6120 0.1 0.0 0.0
H -11.4274 -0.7536 1.6742 0.0 0.1 0.0
H -9.2509 -2.7049 2.6011 0.0 0.0 0.0
H -10.9894 -3.0197 2.5411 0.0 0.0 0.0
H -10.3329 -1.8198 3.6717 0.0 0.0 0.0
H -8.0338 2.0032 0.6743 0.0 0.0 0.0
H -6.4411 1.4523 1.2980 0.0 -0.1 0.0
H -7.7544 1.8615 2.4445 0.0 0.0 0.0
O 7.2346 -0.4344 -0.1039 0.0 0.0 0.2
S 8.4470 -0.7992 -0.7633 -0.1 0.0 -0.3
O 9.6975 -0.6571 -0.0816 0.0 0.0 0.1
O 8.5083 -0.0404 -2.1565 0.2 0.0 0.0
C 8.2695 1.3884 -2.1430 -0.2 0.3 0.0
C 9.4375 2.1786 -1.5922 0.1 -0.1 0.1
C 8.3197 -2.4313 -1.4045 0.0 0.0 0.0
H 7.3492 1.5865 -1.5928 0.0 -0.1 0.0
H 8.0921 1.6358 -3.1870 0.0 -0.1 0.0
H 9.5969 1.9740 -0.5350 0.0 0.0 0.0
H 9.2377 3.2439 -1.7100 0.0 0.0 0.0
H 10.3555 1.9295 -2.1248 0.0 0.0 0.0
H 7.3797 -2.5233 -1.9408 0.0 0.0 0.0
H 8.3403 -3.1008 -0.5476 0.0 0.0 0.0
H 9.1701 -2.6183 -2.0540 0.0 0.0 0.0
```
Positions in Å, forces in eV/Å.

Computed properties:
Energy above the lowest of the compared OMol25 structures with the same formula, charge and spin = 6.0 kcal/mol
F_max = 0.0102 hartree/bohr
HOMO level = -3.40 eV
Charge = -1
E_LUMO = 2.18 eV

Record 2
The following is a DFT calculation (ωB97M-V/def2-TZVPD) of a 5-piece molecular cluster, C15H41N3O14PS4 overall in a non-equilibrium geometry.

Structure (XYZ):
```
78
Properties=species:S:1:pos:R:3:forces:R:3
N 1.0351 9.1073 0.6614 -0.3 -0.2 0.3
C 0.8810 8.0862 -0.1935 0.3 -1.6 -0.5
N -0.2312 7.7390 -0.8332 -0.2 1.9 -1.0
C 0.0869 6.9486 -2.0515 0.7 -0.5 0.5
C 1.6009 7.1713 -2.0706 -0.5 0.1 0.1
P 2.7075 6.1369 -3.1571 -0.4 -1.1 0.1
O 2.3479 6.8925 -4.5516 0.2 0.1 0.2
O 4.0795 6.8851 -2.6713 -0.2 0.4 0.0
N 1.8638 7.2284 -0.6055 0.5 0.7 0.0
H 1.3975 8.9569 1.5854 0.5 0.1 0.0
H 0.8632 10.0448 0.3496 -0.5 0.1 0.2
H -1.0267 8.3636 -0.8390 -0.1 -0.1 0.3
H -0.2036 5.9241 -1.8474 0.0 -0.3 -0.2
H -0.3521 7.3053 -2.9713 -0.5 0.2 0.1
H 1.7048 8.2104 -2.4257 0.3 0.0 -0.2
H 2.5657 7.8322 -4.4945 -0.2 0.3 -0.3
H 4.6086 7.1125 -3.4435 0.5 -0.1 0.1
H 2.8161 7.4931 -0.3870 0.0 0.1 0.2
O -2.6338 3.1934 2.5119 -0.1 0.2 0.0
S -1.4220 3.3321 3.2628 0.3 -0.3 0.0
O -1.3999 4.1425 4.4368 -0.1 0.1 0.1
O -0.2830 3.8484 2.2626 0.1 -0.1 0.0
C -0.5802 5.0200 1.4963 -0.1 0.4 -0.2
C -0.4809 6.2912 2.3218 0.0 -0.2 0.3
C -0.7393 1.7515 3.6095 0.0 0.0 -0.1
H -1.5668 4.9221 1.0369 0.0 -0.1 0.1
H 0.1573 5.0311 0.6927 0.1 -0.2 0.1
H -1.2567 6.3334 3.0836 0.0 0.0 0.0
H -0.5963 7.1643 1.6876 -0.1 0.1 -0.1
H 0.4810 6.3388 2.8363 0.0 0.0 0.0
H -0.7270 1.1546 2.7005 0.0 0.0 0.0
H -1.3805 1.2879 4.3563 0.0 0.0 0.0
H 0.2630 1.8858 4.0063 0.0 0.0 0.0
O -1.6950 -1.1841 1.9420 0.1 0.0 0.2
S -3.1097 -1.1665 1.6959 -0.2 0.1 -0.4
O -3.9980 -1.8056 2.6122 0.1 -0.1 0.2
O -3.3776 -1.7049 0.2317 0.0 0.1 0.0
C -2.8092 -2.9912 -0.1257 0.2 -0.5 -0.1
C -3.5767 -4.1570 0.4577 -0.1 0.1 0.2
C -3.6232 0.4913 1.4394 -0.1 0.0 -0.1
H -1.7598 -3.0186 0.1694 0.0 0.1 0.1
H -2.8428 -3.0226 -1.2122 -0.1 0.2 0.0
H -3.4882 -4.1875 1.5428 0.0 0.0 0.0
H -3.1795 -5.0884 0.0579 0.1 0.0 0.0
H -4.6375 -4.0859 0.2177 0.0 0.0 -0.1
H -2.9534 0.9591 0.7248 0.0 0.0 0.0
H -3.5634 0.9955 2.3978 0.0 0.0 0.0
H -4.6477 0.4985 1.0784 0.0 -0.1 0.0
O -0.6911 -5.9322 0.4581 0.0 0.1 -0.3
S 0.2610 -6.5984 1.2945 -0.2 -0.3 0.6
O 1.6506 -6.5566 0.9661 0.2 0.2 -0.2
O -0.1830 -8.1036 1.4884 0.0 0.0 0.0
C -0.4530 -8.8876 0.2997 0.0 -0.3 -0.4
C 0.8119 -9.3345 -0.4042 0.1 0.2 0.1
C 0.0499 -6.0816 2.9608 0.0 0.0 0.0
H -1.1052 -8.3225 -0.3672 0.0 0.1 0.1
H -1.0139 -9.7486 0.6548 0.0 0.1 0.2
H 1.3496 -8.4901 -0.8328 0.0 0.0 0.0
H 0.5618 -10.0238 -1.2100 -0.1 0.0 0.0
H 1.4830 -9.8330 0.2942 0.0 -0.1 0.0
H -1.0033 -6.1471 3.2178 0.0 0.0 0.0
H 0.3942 -5.0516 3.0216 0.0 0.0 0.0
H 0.6519 -6.7197 3.6012 0.0 0.0 0.0
O 1.2490 -4.4281 -4.2754 0.1 -0.2 -0.1
S 1.9963 -3.3424 -3.7222 -0.2 0.2 0.3
O 3.4043 -3.2521 -3.9433 0.1 -0.1 -0.1
O 1.6936 -3.2486 -2.1706 -0.1 0.1 0.0
C 1.8667 -4.4519 -1.3737 0.3 -0.4 0.3
C 3.3296 -4.7414 -1.1034 0.1 0.1 -0.3
C 1.2481 -1.8171 -4.1825 0.0 0.1 0.0
H 1.3706 -5.2924 -1.8585 0.0 0.1 -0.1
H 1.3377 -4.2542 -0.4471 -0.1 0.2 -0.1
H 3.8547 -5.0115 -2.0188 0.0 0.0 0.0
H 3.4187 -5.5635 -0.3999 -0.1 0.0 0.1
H 3.8221 -3.8605 -0.6905 0.0 0.0 0.1
H 0.1820 -1.8757 -3.9847 0.0 0.0 0.0
H 1.4327 -1.6805 -5.2453 0.0 0.0 0.0
H 1.7116 -1.0169 -3.6127 0.0 0.0 0.0
```
Positions in Å, forces in eV/Å.

Computed properties:
F_max = 0.0417 hartree/bohr
HOMO level = -11.78 eV
Charge = +1
E_LUMO = -3.91 eV

Record 3
The following is a DFT calculation (ωB97M-V/def2-TZVPD) of C15H42BN5O11Pd as an isolated structure in a non-equilibrium geometry.

Structure (XYZ):
```
75
Properties=species:S:1:pos:R:3:forces:R:3
N -17.6709 9.2667 -9.5719 -0.3 -1.1 1.3
H -16.8781 9.7890 -9.9174 0.0 -0.5 -0.7
H -18.1525 9.8333 -8.8612 -1.5 0.4 0.3
H -17.5330 8.3273 -9.2042 1.1 0.2 0.6
H -18.4324 9.0057 -10.1974 -0.9 1.4 -1.4
Pd -21.6214 10.0106 -11.4992 -2.5 -0.5 1.7
B -19.4088 9.5045 -11.9723 1.6 0.4 -0.2
H -20.1167 9.8665 -12.7474 -1.1 0.9 -3.2
H -18.9954 10.4156 -11.4511 1.0 1.9 1.0
H -20.0453 8.8790 -11.3185 -0.8 -2.3 2.4
H -18.5352 8.9062 -12.3705 1.7 -1.4 -1.1
C -23.4253 8.3670 -10.2259 1.1 4.1 5.6
O -23.7744 9.3168 -10.9870 -1.6 0.9 -2.9
O -23.9261 8.2852 -9.0639 -2.1 -2.3 -1.1
O -22.1820 8.1125 -10.2553 2.8 -2.1 -2.0
C -21.0060 11.0562 -8.7704 -3.5 -5.6 0.9
O -21.3780 11.5794 -9.9025 0.5 1.6 -1.3
O -20.1928 10.0403 -8.8246 4.1 0.5 -0.5
O -21.7969 10.9542 -7.7786 0.4 3.2 0.4
C -16.7284 4.0561 -11.5433 0.4 -1.2 -0.1
O -17.1668 5.2980 -11.1422 0.5 0.2 1.0
C -18.0518 6.1252 -11.9168 -0.4 -2.1 0.7
C -19.4965 5.5844 -11.7980 0.0 -0.1 -0.9
N -19.8240 4.1883 -12.2864 0.8 2.0 0.1
C -19.3144 4.0000 -13.6490 -2.1 -2.6 -0.2
C -20.0705 4.7982 -14.7344 1.3 1.0 0.2
O -21.4987 4.7458 -14.6444 0.7 -1.2 -0.2
C -22.0316 3.4771 -15.1537 0.1 1.1 0.7
H -16.1484 3.5529 -10.7637 0.6 0.9 0.3
H -16.1036 4.0922 -12.4403 -0.1 0.0 -0.2
H -17.4493 3.2354 -11.6197 -0.7 0.5 -0.7
H -17.7137 6.1683 -12.9548 0.2 0.4 0.0
H -17.9848 7.0592 -11.3678 -0.2 0.2 -0.7
H -20.0700 6.1987 -12.4934 -0.4 0.4 0.6
H -19.8090 5.7708 -10.7726 -0.5 -0.3 -0.1
H -19.3822 3.4641 -11.7388 -0.1 0.2 0.4
H -19.6953 2.9881 -13.8307 0.8 -0.5 -0.1
H -18.2239 3.9646 -13.6477 0.1 0.5 -0.9
H -19.7844 4.7205 -15.7882 0.2 -1.5 -0.1
H -19.5296 5.7473 -14.6364 -1.8 1.3 0.5
H -21.9970 3.4587 -16.2435 0.2 0.0 -0.1
H -23.0678 3.3956 -14.8277 -0.1 0.5 -0.1
H -21.5812 2.5764 -14.7336 0.6 0.2 0.0
C -22.4757 15.5708 -14.4241 0.4 0.7 -0.9
O -22.3116 14.3949 -13.7193 0.3 -1.1 -0.1
C -21.0599 13.7752 -13.9568 1.6 -0.5 -0.8
C -20.8627 12.5221 -13.1011 -0.1 1.1 1.0
N -22.0030 11.6064 -13.1273 1.8 0.3 0.8
C -22.1756 11.0047 -14.4365 -1.6 1.0 -1.3
C -23.1042 9.8085 -14.5542 -0.4 -1.0 1.5
O -22.7384 8.6664 -13.7781 -0.1 0.5 -0.4
C -21.8806 7.6991 -14.3678 -0.5 0.2 1.8
H -23.5276 15.8132 -14.5764 -0.1 0.0 0.6
H -22.0762 15.5328 -15.4446 0.1 -0.4 -0.2
H -21.9084 16.3873 -13.9659 -0.3 0.2 0.3
H -20.2103 14.4489 -13.7938 -0.1 0.4 0.8
H -20.8224 13.5357 -15.0011 -1.1 0.0 -0.6
H -20.7777 12.9570 -12.1017 -0.3 -0.7 0.4
H -19.9186 11.9975 -13.2340 0.0 0.2 -0.5
H -22.6901 12.2714 -12.7929 -1.2 -0.9 -0.4
H -21.2664 10.7964 -15.0022 0.5 0.1 0.7
H -22.6990 11.7926 -14.9947 0.1 -0.1 -0.8
H -23.3249 9.4685 -15.5704 0.6 0.4 -0.4
H -24.0872 10.0908 -14.1702 0.0 0.1 0.3
H -22.0344 7.6686 -15.4468 0.5 -0.2 -0.1
H -22.1322 6.7685 -13.8590 -0.6 -0.2 -0.6
H -20.8780 7.8221 -13.9477 0.5 0.6 -1.0
C -17.4185 9.6752 -15.1865 0.5 1.8 -2.2
O -16.6336 9.8710 -16.1162 1.1 -1.3 -0.3
N -17.7414 10.7619 -14.4605 -1.3 -0.6 1.1
N -18.1317 8.5428 -15.0125 -0.1 0.0 0.3
H -18.4966 10.5943 -13.7998 0.5 0.7 0.7
H -17.0232 11.4578 -14.3826 -0.3 0.1 0.1
H -18.6218 8.5172 -14.1232 0.0 -0.6 0.1
H -17.7132 7.7353 -15.4418 -0.3 -0.1 0.1
```
Positions in Å, forces in eV/Å.

Computed properties:
F_max = 0.1363 hartree/bohr
⟨S²⟩ = 2.0122
HOMO level (alpha / beta) = 0.42 / 0.50 eV
Charge = -2
E_LUMO (alpha / beta) = 3.81 / 3.81 eV
Spin multiplicity = 3

Record 4
The following is a DFT calculation (ωB97M-V/def2-TZVPD) of C15H42NO14Y as an isolated structure in a non-equilibrium geometry.

Structure (XYZ):
```
73
Properties=species:S:1:pos:R:3:forces:R:3
Y -10.1247 16.6605 2.2787 2.4 -1.3 5.5
O -6.7253 14.5696 2.9012 -0.3 0.3 -2.7
C -7.5297 14.8814 3.8603 1.7 -1.3 3.7
O -8.6373 15.4762 3.6131 -3.1 2.2 -2.7
O -7.0883 14.5254 4.9783 -2.3 1.1 -0.7
H -6.1414 14.0655 3.4727 1.7 -0.9 -0.4
C -2.0088 15.5996 -3.0048 -0.9 -1.6 0.2
C -3.5572 15.3876 -2.9166 2.0 3.9 0.6
C -4.1384 15.7734 -1.5084 -0.5 0.7 0.3
O -3.6307 14.9514 -0.5241 0.6 -1.0 0.5
C -4.0319 15.2888 0.8197 -1.1 0.1 -0.6
N -4.0915 16.2673 -3.9899 -0.6 -4.0 0.6
H -1.6282 16.6149 -2.8928 -0.5 0.0 0.5
H -1.6559 15.2683 -3.9814 0.1 -0.3 0.0
H -1.6413 14.9166 -2.2390 0.6 0.3 -0.1
H -3.9041 14.3743 -3.1192 -0.2 -0.4 -0.5
H -5.2281 15.7652 -1.5323 -0.5 -0.5 -0.2
H -3.9393 16.8131 -1.2486 0.6 0.4 -0.4
H -5.1004 15.1044 0.9306 -0.5 0.2 -0.3
H -3.8657 16.3500 1.0048 0.4 0.0 0.2
H -3.6548 14.6295 1.6016 1.0 0.1 -0.5
H -5.0501 16.0438 -4.2162 -1.1 1.0 0.2
H -3.5765 16.0980 -4.8420 0.9 1.1 -0.6
C -5.9700 16.3074 8.0197 0.9 -0.6 0.8
C -5.8950 14.8997 8.7006 -0.8 1.4 0.2
O -5.6842 13.9671 7.6777 0.5 -0.8 -0.4
O -7.0629 16.4457 7.1111 -0.3 0.2 0.3
H -5.0340 16.4283 7.4743 0.1 -0.2 -0.2
H -5.9414 17.1385 8.7243 -0.7 -0.1 0.1
H -6.7682 14.6055 9.2829 -0.6 0.4 -0.3
H -5.1432 14.8466 9.4880 0.7 0.1 -0.7
H -6.4422 13.9686 7.0887 -0.1 -0.1 0.1
H -6.9321 15.8050 6.4083 0.1 -0.1 -0.1
C -3.9632 11.2416 5.8936 0.2 0.6 0.1
C -4.0984 11.9663 4.5558 -1.1 -0.1 -0.5
O -3.0056 12.7767 4.1328 0.2 -0.6 0.6
O -3.6733 12.0815 6.9594 1.3 0.6 0.5
H -3.1383 10.5498 5.7237 0.2 -0.2 0.5
H -4.8217 10.6897 6.2763 -0.5 -0.6 -1.3
H -4.9389 12.6599 4.5332 -0.4 -0.1 0.2
H -4.2203 11.1987 3.7915 -0.6 -0.1 -0.1
H -2.3027 12.1273 4.2084 0.9 0.4 -0.1
H -4.4155 12.6612 7.1455 -0.2 0.2 0.1
C -9.0728 11.9149 6.3841 0.5 -0.1 -0.3
C -8.9539 11.2136 5.0163 0.0 -0.2 0.4
O -9.0044 9.8169 5.2513 0.2 0.2 -0.1
O -9.5079 13.2874 6.3194 -0.3 -0.5 -0.1
H -8.1030 11.8227 6.8731 0.3 0.3 0.0
H -9.6969 11.3339 7.0632 -0.6 0.3 -0.4
H -8.0115 11.4391 4.5171 0.3 0.4 0.1
H -9.7298 11.4855 4.3007 -0.5 0.3 0.2
H -8.3238 9.4364 4.6913 -0.1 -0.4 0.1
H -8.7754 13.8277 6.0141 0.3 -0.1 0.1
C -11.3563 17.4303 5.2912 -0.2 2.7 -0.2
C -10.0022 18.0937 5.2862 0.2 -0.3 1.9
O -9.4514 18.2939 3.9801 -0.9 -1.3 -2.5
O -11.3112 16.3495 4.3850 0.4 -0.7 -1.9
H -12.0952 18.1371 4.9136 -0.3 0.0 0.2
H -11.6429 17.0995 6.2895 0.2 0.0 0.0
H -9.3526 17.4146 5.8384 0.6 0.3 0.1
H -9.9761 19.1226 5.6450 -0.6 -0.4 1.0
H -8.7120 18.8769 4.1673 0.6 0.2 -0.7
H -11.7454 15.6296 4.8483 0.0 -1.1 -0.3
C -4.5134 10.4077 0.5867 1.4 -0.1 0.7
C -5.2112 11.6523 1.0120 -1.9 0.4 -0.2
O -6.2265 11.4587 2.0040 -0.2 -0.1 0.3
O -3.6833 9.9369 1.6331 0.3 0.0 0.4
H -3.8266 10.7534 -0.1859 -0.3 -0.3 -0.8
H -5.0865 9.5257 0.3007 -0.5 0.6 -0.3
H -5.7634 12.0387 0.1553 0.4 0.3 -0.6
H -4.5546 12.4353 1.3913 0.6 -0.2 -0.2
H -6.9485 12.0265 1.7249 -0.1 -0.2 0.2
H -2.8970 10.4848 1.5758 0.3 -0.2 0.4
```
Positions in Å, forces in eV/Å.

Computed properties:
F_max = 0.1191 hartree/bohr
⟨S²⟩ = 0.7543
HOMO level (alpha / beta) = -14.35 / -14.35 eV
Charge = +3
E_LUMO (alpha / beta) = -12.46 / -12.59 eV
Spin multiplicity = 2

The lowest charge belongs to which entry? C15H42BN5O11Pd

Which formula does entry 2 have? C15H41N3O14PS4